No. 1
The following is a quantum chemistry calculation of a single C14H18N4O2S molecule, from the OMol25 dataset.

Each line ends with the Löwdin charge.
CARTESIAN COORDINATES (ANGSTROEM)
C: 6.20 0.47 0.87  -0.107
C: 4.75 0.28 1.30  -0.257
C: 3.79 1.24 0.60  -0.181
C: 3.55 0.88 -0.86  -0.190
O: 2.97 -0.41 -1.02  -0.038
C: 1.65 -0.59 -0.77  -0.260
C: 0.73 0.40 -0.47  -0.004
C: -0.60 0.07 -0.26  -0.009
C: -1.04 -1.25 -0.35  -0.162
C: -0.11 -2.24 -0.66  -0.020
C: 1.21 -1.92 -0.86  0.009
H: 1.94 -2.68 -1.11  0.121
H: -0.41 -3.27 -0.74  0.107
C: -2.43 -1.54 -0.13  -0.264
N: -3.39 -0.64 0.08  0.092
C: -4.51 -1.38 0.23  -0.701
N: -4.31 -2.68 0.13  0.047
N: -2.99 -2.77 -0.10  0.063
H: -2.57 -3.68 -0.21  0.154
S: -6.08 -0.71 0.52  0.975
C: -5.66 1.03 0.93  -0.367
H: -4.72 1.01 1.49  0.078
C: -5.55 1.92 -0.31  -0.633
O: -6.40 2.73 -0.59  0.044
N: -4.42 1.72 -1.01  0.159
H: -4.30 2.22 -1.87  0.112
H: -3.80 0.95 -0.76  0.042
H: -6.47 1.38 1.56  0.079
H: -1.31 0.84 -0.02  0.113
H: 1.02 1.44 -0.39  0.109
H: 2.94 1.64 -1.36  0.122
H: 4.50 0.81 -1.39  0.123
H: 4.18 2.26 0.64  0.119
H: 2.83 1.23 1.13  0.105
H: 4.44 -0.74 1.09  0.107
H: 4.68 0.44 2.38  0.107
H: 6.85 -0.19 1.43  0.070
H: 6.52 1.49 1.04  0.074
H: 6.33 0.25 -0.19  0.065

energy relative to the best compared isomer or geometry (same formula, charge and spin)	0.0000	eV
SMILES	CCCCOc1ccc(-c2nc(SCC(N)=O)n[nH]2)cc1
total charge	0
gap between HOMO and LUMO	8.68	eV
M	306.39	g/mol

***

No. 2
The following is a quantum chemistry calculation of a molecular structure, C14H19AuN4S4, from the OMol25 dataset.

Each line ends with the Löwdin charge.
CARTESIAN COORDINATES (ANGSTROEM)
Au: 0.65 -0.27 -0.28  0.345
C: -0.05 2.52 1.60  -0.201
C: 0.47 1.61 2.71  -0.205
N: 1.29 0.53 2.20  -0.131
C: 1.24 -0.75 2.88  -0.276
C: -0.10 -1.50 2.71  -0.428
S: -1.01 -1.35 1.13  0.833
C: -2.19 -0.02 1.56  -0.422
C: -2.10 1.33 0.82  -0.267
N: -0.77 1.81 0.53  -0.137
H: -0.67 3.30 2.05  0.116
H: 0.81 3.00 1.13  0.120
H: 1.00 2.24 3.43  0.121
H: -0.38 1.18 3.26  0.102
H: 2.24 0.82 2.01  0.110
H: 2.04 -1.36 2.45  0.114
H: 1.43 -0.68 3.95  0.117
H: 0.08 -2.57 2.83  0.073
H: -0.81 -1.21 3.49  0.066
H: -3.18 -0.44 1.38  0.072
H: -2.11 0.12 2.64  0.057
H: -2.61 1.22 -0.14  0.118
H: -2.68 2.05 1.41  0.119
H: -0.78 2.37 -0.30  0.110
S: 2.81 -3.68 -5.27  0.590
C: 3.13 -2.42 -4.25  -1.088
S: 1.86 -1.71 -3.30  0.919
C: 2.97 -0.60 -2.57  -1.124
N: 4.18 -0.73 -2.99  -0.001
N: 4.28 -1.75 -3.94  -0.128
C: 5.60 -1.96 -4.46  -0.173
C: 5.85 -2.84 -5.51  -0.052
C: 7.15 -3.01 -5.97  -0.084
C: 8.21 -2.32 -5.41  -0.100
C: 7.95 -1.44 -4.36  -0.090
C: 6.67 -1.26 -3.89  -0.029
S: 2.48 0.63 -1.44  0.426
H: 5.04 -3.38 -5.97  0.008
H: 7.32 -3.69 -6.79  0.103
H: 9.22 -2.46 -5.77  0.099
H: 8.76 -0.89 -3.91  0.101
H: 6.47 -0.57 -3.08  0.097

total charge	0
gap between HOMO and LUMO	7.53	eV
M	568.57	g/mol

***

No. 3
The following is a quantum chemistry calculation of 7 unconnected molecules or ions with the total composition C14H19BCl12N2O2, from the OMol25 dataset.

Each line ends with the Löwdin charge.
CARTESIAN COORDINATES (ANGSTROEM)
O: 1.70 -0.83 1.61  0.144
B: 1.09 -0.34 0.46  -0.628
O: 1.74 -0.43 -0.75  0.150
C: -0.33 0.34 0.56  -0.044
C: -0.53 1.67 0.81  -0.104
C: -1.85 2.19 0.89  -0.161
C: -2.93 1.38 0.76  -0.049
C: -2.75 0.00 0.51  -0.208
N: -3.85 -0.81 0.37  0.134
C: -3.58 -2.07 0.17  -0.109
C: -2.26 -2.59 0.07  -0.222
N: -1.20 -1.84 0.17  0.148
C: -1.44 -0.51 0.41  -0.167
H: 1.35 -1.70 1.85  0.104
H: 2.02 -1.34 -0.93  0.114
H: 0.33 2.31 0.93  0.041
H: -2.00 3.25 1.06  0.106
H: -3.94 1.76 0.84  0.117
H: -4.42 -2.76 0.07  0.107
H: -2.12 -3.64 -0.12  0.009
C: -1.47 2.58 -3.67  -1.006
Cl: -1.51 0.88 -4.15  0.514
Cl: -1.61 2.75 -1.91  0.598
H: -0.52 3.00 -3.98  -0.011
H: -2.30 3.09 -4.13  0.026
C: 3.24 2.47 -2.23  -0.992
Cl: 4.03 3.88 -2.96  0.501
Cl: 1.51 2.75 -1.99  0.560
H: 3.37 1.62 -2.89  0.034
H: 3.70 2.28 -1.26  -0.039
C: 3.21 3.87 1.26  -0.986
Cl: 4.75 3.03 0.97  0.536
Cl: 2.24 3.04 2.48  0.572
H: 3.43 4.87 1.62  0.027
H: 2.66 3.91 0.33  -0.012
C: -0.60 -6.00 2.38  -1.022
Cl: -1.67 -4.78 1.65  0.623
Cl: 1.03 -5.90 1.70  0.513
H: -0.54 -5.82 3.44  -0.009
H: -1.00 -6.98 2.18  -0.052
C: -1.72 -9.06 5.03  -0.992
Cl: -1.10 -9.20 3.37  0.553
Cl: -1.47 -7.44 5.70  0.531
H: -2.78 -9.27 5.02  0.026
H: -1.19 -9.77 5.65  0.025
C: 2.39 7.25 -4.64  -1.035
Cl: 1.30 6.11 -3.86  0.486
Cl: 1.60 8.18 -5.92  0.503
H: 2.76 7.94 -3.89  0.025
H: 3.21 6.69 -5.08  0.020

SMILES	OB(O)c1cccc2nccnc12.ClCCl.ClCCl.ClCCl.ClCCl.ClCCl.ClCCl
total charge	0
gap between HOMO and LUMO	8.75	eV
M	683.57	g/mol

***

No. 4
The following is a quantum chemistry calculation of a single C14H19BClIN4O3 molecule, from the OMol25 dataset.

Each line ends with the Löwdin charge.
CARTESIAN COORDINATES (ANGSTROEM)
C: -1.14 -4.08 0.03  -0.086
C: -2.48 -3.52 -0.46  -0.246
N: -2.34 -2.42 -1.42  0.021
C: -2.01 -1.19 -0.83  -0.283
N: -0.76 -0.84 -0.74  0.204
C: -0.47 0.36 -0.17  -0.139
C: 0.89 0.76 -0.04  -0.090
C: 1.95 -0.17 -0.54  -0.202
N: 2.74 -0.71 0.61  0.035
C: 1.22 1.96 0.58  -0.081
C: 2.61 2.48 0.81  -0.119
C: 3.56 2.58 -0.40  -0.240
C: 4.74 1.61 -0.34  -0.599
Cl: 6.25 2.38 -0.94  0.537
C: 0.15 2.77 1.10  -0.318
O: 0.46 3.95 1.71  -0.025
C: -1.17 2.39 0.96  -0.553
I: -2.69 3.61 1.73  0.939
C: -1.51 1.17 0.33  -0.269
N: -2.82 0.79 0.23  0.148
C: -3.06 -0.35 -0.35  -0.067
B: -4.60 -0.77 -0.50  -0.630
O: -5.10 -0.98 -1.74  0.188
O: -5.42 -0.85 0.59  0.185
H: -0.67 -3.38 0.71  0.061
H: -1.29 -5.03 0.55  0.069
H: -0.50 -4.28 -0.83  0.071
H: -3.02 -4.33 -0.93  0.109
H: -3.08 -3.21 0.40  0.113
H: -1.63 -2.68 -2.09  0.120
H: 2.61 0.31 -1.25  0.091
H: 1.49 -0.99 -1.08  0.094
H: 2.19 -1.46 1.00  0.068
H: 3.56 -1.17 0.22  0.066
H: 2.52 3.48 1.22  0.101
H: 3.06 1.88 1.60  0.117
H: 3.00 2.44 -1.32  0.111
H: 4.00 3.57 -0.45  0.085
H: 4.61 0.75 -0.98  0.043
H: 4.93 1.26 0.66  0.064
H: 0.15 3.94 2.62  0.088
H: -6.00 -1.30 -1.66  0.113
H: -4.95 -0.73 1.41  0.105

SMILES	CCNc1nc2c(CN)c(CCCCl)c(O)c(I)c2nc1B(O)O
total charge	0
gap between HOMO and LUMO	8.20	eV
M	464.50	g/mol

***

No. 5
The following is a quantum chemistry calculation of a molecular structure, C14H19BrCl2N3O5P3, from the OMol25 dataset.

Each line ends with the Löwdin charge.
CARTESIAN COORDINATES (ANGSTROEM)
C: -2.86 -0.46 -4.78  0.096
C: -1.82 -0.26 -4.22  -0.119
C: -0.42 0.07 -3.62  -0.199
N: -0.08 -0.76 -2.43  -0.249
P: 0.28 -2.48 -2.77  0.905
P: -1.54 -3.69 -2.58  0.366
O: -2.31 -3.42 -1.33  -0.395
O: -2.61 -3.48 -3.86  -0.209
O: -1.17 -5.33 -2.59  -0.170
C: -0.01 -0.29 -1.20  -0.383
N: 0.34 -0.95 0.01  0.047
C: -0.27 -0.26 1.21  -0.467
C: 0.58 -0.58 2.51  -0.201
O: 0.71 0.47 3.46  -0.233
C: -0.55 1.00 3.98  -0.215
P: -2.03 -1.05 1.17  0.684
O: -2.99 -0.47 2.41  -0.427
Cl: -1.62 -3.06 1.72  0.224
C: -0.12 1.23 0.65  -0.332
C: 1.34 1.87 0.76  -0.113
C: 2.50 1.47 -0.07  -0.048
C: 3.84 2.09 0.14  -0.079
C: 4.10 3.14 1.18  -0.073
C: 2.93 3.54 2.02  -0.056
C: 1.58 2.92 1.81  0.005
N: -0.28 1.06 -0.85  -0.350
Cl: -1.90 1.65 -1.18  0.749
H: -3.70 -0.84 -5.40  0.073
H: 0.35 -0.20 -4.41  0.123
H: -0.38 1.17 -3.41  0.115
H: 1.13 -2.86 -1.68  -0.044
H: -3.36 -2.97 -3.49  0.070
H: -0.42 -5.48 -3.20  0.066
H: 1.33 -1.19 0.10  0.130
H: 1.64 -0.82 2.17  0.134
H: 0.22 -1.50 3.06  0.097
H: -0.26 1.80 4.73  0.091
H: -1.17 0.23 4.53  0.078
H: -1.27 1.55 3.18  -0.272
H: -2.90 -1.05 3.19  0.048
H: -0.95 1.94 0.94  -0.093
H: 2.42 0.67 -0.85  0.079
H: 4.70 1.75 -0.48  0.084
H: 5.11 3.60 1.36  0.093
H: 3.05 4.31 2.84  0.099
H: 0.77 3.27 2.51  0.106
Br: -2.40 2.45 2.33  0.163

total charge	0
gap between HOMO and LUMO	4.66	eV
M	553.05	g/mol

***

No. 6
The following is a quantum chemistry calculation of a molecular structure, C14H19BrNO2PmS4, from the OMol25 dataset.

Each line ends with the Löwdin charge.
CARTESIAN COORDINATES (ANGSTROEM)
Pm: -0.14 -0.20 0.37  1.519
C: 1.49 -1.73 -2.94  -0.502
C: 2.74 -1.27 -2.26  -0.450
S: 2.63 -0.05 -0.80  0.818
C: 2.63 1.63 -1.57  -0.487
C: 1.39 1.99 -2.39  -0.495
S: -0.12 2.11 -1.36  0.837
C: -1.35 1.66 -2.72  -0.449
C: -2.77 1.37 -2.22  -0.399
S: -2.88 -0.21 -1.14  0.813
C: -2.58 -1.75 -2.13  -0.488
C: -1.25 -1.97 -2.84  -0.459
S: 0.24 -2.24 -1.73  0.829
H: 1.76 -2.56 -3.66  0.137
H: 1.15 -0.89 -3.56  0.071
H: 3.43 -0.77 -2.91  0.083
H: 3.27 -2.12 -1.80  0.097
H: 3.59 1.69 -2.14  0.112
H: 2.69 2.30 -0.69  0.091
H: 1.32 1.23 -3.18  0.070
H: 1.63 2.95 -2.91  0.122
H: -0.95 0.82 -3.35  0.075
H: -1.32 2.55 -3.31  0.083
H: -3.45 1.09 -3.05  0.099
H: -3.28 2.15 -1.59  0.112
H: -3.45 -1.70 -2.82  0.098
H: -2.76 -2.61 -1.44  0.104
H: -0.94 -1.15 -3.50  0.055
H: -1.28 -2.88 -3.46  0.111
Br: 2.32 -0.14 7.55  0.827
C: 0.79 -0.19 6.48  -0.639
C: -0.45 0.14 7.10  -0.121
N: -1.51 0.48 6.38  0.107
C: -1.45 0.34 5.05  -0.029
C: -0.28 -0.02 4.39  -0.159
C: 0.85 -0.27 5.11  -0.049
C: -0.24 -0.01 2.97  -0.600
O: -1.24 0.44 2.28  -0.155
O: 0.80 -0.56 2.46  -0.138
H: -0.47 0.38 8.11  0.094
H: -2.39 0.43 4.56  0.124
H: 1.82 -0.46 4.67  0.128

2S+1	5
total charge	+2
gap between HOMO and LUMO (spin up / spin down)	6.17 / 6.37	eV
M	586.48	g/mol

***

No. 7
The following is a quantum chemistry calculation of a molecular structure, C14H19CeN4O6P2Se, from the OMol25 dataset.

Each line ends with the Löwdin charge.
CARTESIAN COORDINATES (ANGSTROEM)
Ce: 0.24 0.04 0.23  1.523
N: 3.06 3.22 0.90  0.227
C: 2.54 2.47 -0.40  -0.478
C: 3.33 3.09 -1.53  -0.044
P: 3.01 0.71 -0.24  0.417
O: 4.51 0.50 -0.60  -0.028
O: 2.58 0.41 1.22  -0.308
O: 2.09 -0.12 -1.17  -0.336
P: 0.80 2.81 -0.43  0.349
O: 0.81 4.32 -0.90  -0.054
O: 0.30 2.51 0.97  -0.316
O: 0.08 1.87 -1.42  -0.285
H: 3.91 2.76 1.32  0.199
H: 2.30 3.09 1.59  0.149
H: 3.17 4.23 0.68  0.186
H: 4.39 3.10 -1.26  0.112
H: 2.99 4.10 -1.72  0.097
H: 3.31 2.56 -2.48  0.121
H: 4.90 -0.41 -0.65  0.173
H: 0.00 4.90 -0.78  0.172
Se: -2.63 -1.51 0.26  1.261
N: -1.99 0.09 0.81  -0.467
C: -2.95 1.06 0.96  -0.221
C: -2.79 2.45 1.25  0.030
C: -4.00 3.17 1.25  0.030
C: -5.27 2.67 0.83  -0.008
C: -5.46 1.36 0.52  0.050
C: -4.29 0.53 0.56  -0.286
N: -4.32 -0.79 0.41  -0.109
H: -1.85 2.89 1.44  0.083
H: -3.94 4.21 1.53  0.129
H: -6.04 3.46 0.62  0.153
H: -6.43 0.94 0.23  0.149
C: -0.13 -6.62 -0.89  -0.001
C: 0.26 -5.30 -0.32  -0.208
C: -0.27 -4.78 0.82  0.018
C: -0.14 -3.44 1.12  -0.149
N: 0.59 -2.58 0.35  -0.081
C: 1.22 -3.14 -0.70  -0.103
C: 1.04 -4.45 -1.14  0.050
H: -1.01 -6.67 -1.49  0.103
H: -0.27 -7.44 -0.19  0.113
H: 0.65 -6.81 -1.61  0.088
H: -0.81 -5.44 1.50  0.150
H: -0.60 -2.96 1.97  0.108
H: 1.74 -2.41 -1.31  0.101
H: 1.37 -4.64 -2.14  0.138

energy relative to the best compared isomer or geometry (same formula, charge and spin)	0.8628	eV
total charge	+3
gap between HOMO and LUMO (spin up / spin down)	5.21 / 5.21	eV
M	620.35	g/mol

***

No. 8
The following is a quantum chemistry calculation of 5 unconnected molecules or ions with the total composition C14H19Cl12IN3O2, from the OMol25 dataset.

Each line ends with the Löwdin charge.
CARTESIAN COORDINATES (ANGSTROEM)
C: -1.72 -2.07 -1.01  -0.100
C: -1.34 -1.74 0.46  -0.275
N: -0.20 -2.59 0.96  0.026
C: 0.82 -1.82 1.54  -0.158
C: 0.70 -1.26 2.79  0.093
C: 1.83 -0.53 3.29  -0.283
C: 1.74 0.10 4.68  -0.114
C: 1.42 1.61 4.60  -0.797
O: 2.08 2.41 5.19  0.050
I: -0.26 2.22 3.39  0.853
N: 2.93 -0.35 2.64  0.180
N: 2.98 -0.92 1.46  0.141
C: 2.05 -1.61 0.84  -0.227
O: 2.22 -2.14 -0.35  0.054
C: 2.78 -1.21 -1.32  -0.164
C: 2.00 0.12 -1.40  -0.082
H: -2.55 -2.80 -1.05  0.033
H: -0.89 -2.50 -1.58  0.076
H: -2.09 -1.15 -1.48  0.030
H: -1.00 -0.69 0.51  0.100
H: -2.23 -1.88 1.07  0.061
H: -0.58 -3.24 1.64  0.133
H: -0.21 -1.38 3.37  0.143
H: 2.75 0.04 5.11  0.133
H: 1.06 -0.45 5.34  0.134
H: 3.86 -0.80 0.95  0.189
H: 2.81 -1.66 -2.31  0.138
H: 3.83 -0.96 -1.09  0.120
H: 0.96 -0.11 -1.63  0.090
H: 2.44 0.71 -2.22  0.057
H: 2.10 0.74 -0.50  0.043
C: 1.61 4.05 -2.17  -1.542
Cl: 0.87 3.30 -0.75  0.531
Cl: 3.24 3.41 -2.44  0.548
Cl: 0.61 3.83 -3.60  0.552
H: 1.70 5.12 -1.98  -0.079
C: -5.13 -0.04 -0.80  -1.501
Cl: -3.89 -0.13 0.47  0.592
Cl: -4.43 0.48 -2.33  0.548
Cl: -5.93 -1.60 -0.97  0.528
H: -5.87 0.69 -0.50  0.017
C: -5.63 -5.89 -0.03  -1.538
Cl: -6.99 -4.89 -0.55  0.520
Cl: -4.14 -4.93 0.03  0.507
Cl: -5.96 -6.62 1.54  0.538
H: -5.49 -6.68 -0.75  0.016
C: 3.01 7.06 -3.84  -1.548
Cl: 2.62 8.09 -5.21  0.554
Cl: 4.71 7.19 -3.42  0.539
Cl: 1.99 7.46 -2.44  0.559
H: 2.81 6.03 -4.13  -0.020

energy relative to the best compared isomer or geometry (same formula, charge and spin)	0.0000	eV
total charge	+1
gap between HOMO and LUMO	8.27	eV
M	813.66	g/mol